6 unconnected molecules or ions with the total composition C36H36NO23S2, computed with ωB97M-V/def2-TZVPD.

Properties
2S+1: 1
net charge: +1
largest force on an atom: 0.7 eV Å⁻¹
gap between HOMO and LUMO: 7.3 eV
electronic energy: -3974.75870 Eh

Element x y z (Å)
N -2.379 0.157 2.008
C -1.370 1.191 2.206
C -0.456 0.962 3.397
S 0.450 -0.597 3.278
C 1.857 -0.217 2.192
C 2.055 -1.179 1.008
C 1.323 -2.519 1.040
C -0.133 -2.408 0.560
S -0.407 -2.963 -1.109
O -1.813 -2.964 -1.323
O 0.362 -4.128 -1.350
O 0.231 -1.766 -1.952
H -2.421 -0.150 1.048
H -2.278 -0.636 2.624
H -0.797 1.386 1.296
H -1.885 2.128 2.436
H -1.030 0.946 4.322
H 0.275 1.767 3.464
H 1.042 -0.617 4.479
H 2.745 -0.178 2.815
H 1.664 0.796 1.836
H 1.848 -0.653 0.084
H 3.123 -1.392 0.974
H 1.371 -3.004 2.015
H 1.855 -3.191 0.365
H -0.452 -1.363 0.575
H -0.827 -2.980 1.171
H 0.582 -1.092 -1.365
C 5.313 1.659 -0.674
C 6.325 2.381 -1.177
C 6.328 2.847 -2.614
O 7.274 3.520 -2.971
C 5.215 2.472 -3.467
C 4.213 1.742 -2.957
C 4.200 1.304 -1.517
O 3.255 0.634 -1.120
O 3.167 1.349 -3.671
O 7.379 2.754 -0.478
H 5.294 1.324 0.354
H 5.234 2.792 -4.499
H 2.596 0.832 -3.078
H 7.949 3.267 -1.085
C -6.989 -0.224 -0.605
C -5.893 0.202 0.031
C -5.330 1.586 -0.181
O -4.331 1.899 0.448
C -5.994 2.469 -1.117
C -7.094 2.043 -1.758
C -7.666 0.665 -1.532
O -8.674 0.378 -2.147
O -7.765 2.776 -2.626
O -5.220 -0.559 0.895
H -7.401 -1.212 -0.456
H -5.577 3.454 -1.269
H -8.514 2.227 -2.930
H -4.471 -0.037 1.238
C -10.399 -3.567 0.496
C -11.093 -4.715 0.459
C -10.480 -6.039 0.853
O -11.198 -7.017 0.800
C -9.088 -6.064 1.264
C -8.398 -4.917 1.296
C -9.020 -3.595 0.923
O -8.301 -2.611 1.006
O -7.124 -4.830 1.654
O -12.356 -4.794 0.085
H -10.829 -2.615 0.218
H -8.653 -7.017 1.531
H -6.891 -3.884 1.582
H -12.607 -5.736 0.157
C 6.255 -1.942 -2.023
C 7.236 -2.135 -2.917
C 8.423 -3.021 -2.616
O 9.253 -3.143 -3.493
C 8.499 -3.656 -1.312
C 7.517 -3.454 -0.424
C 6.323 -2.587 -0.733
O 5.471 -2.470 0.137
O 7.503 -3.992 0.788
O 7.256 -1.582 -4.113
H 5.396 -1.318 -2.226
H 9.357 -4.278 -1.099
H 6.679 -3.692 1.213
H 8.072 -1.897 -4.552
C 2.821 4.912 1.526
C 2.744 6.008 2.296
C 3.191 7.365 1.803
O 3.062 8.292 2.577
C 3.734 7.471 0.463
C 3.810 6.373 -0.304
C 3.347 5.024 0.183
O 3.446 4.082 -0.585
O 4.287 6.378 -1.538
O 2.279 6.005 3.531
H 2.508 3.937 1.870
H 4.060 8.443 0.122
H 4.215 5.467 -1.876
H 2.336 6.930 3.847

Atoms 1-2, force components in eV/Å:
0.38 -0.09 0.10
-0.58 0.08 -0.03

Löwdin atomic charge list, values in e, 5 entries: 0.02, -0.30, -0.36, 1.16, -0.31